[1]
A structure of composition C26H40N5OSTa, computed with wB97M-V/def2-TZVPD.

The geometry in XYZ format:
```
74
Properties=species:S:1:pos:R:3:forces:R:3
C 5.03301 -0.56746 -0.93643 -0.1 0.0 0.0
C 1.95478 1.88889 1.52415 0.0 0.1 0.0
C -2.85262 -1.23297 2.30745 0.0 0.0 0.0
N -1.25111 1.47401 -0.93721 0.0 0.0 -0.1
C 1.82194 3.38071 -0.36162 0.0 0.0 0.0
C -0.20640 2.78754 0.79042 0.1 0.1 0.0
Ta 0.87518 0.17068 -1.14011 1.0 0.7 1.1
H 1.69261 0.62038 -4.42452 0.0 0.0 -0.1
H 5.26154 -0.59456 -1.99999 0.0 0.0 0.0
H 0.40546 0.76508 2.52160 0.0 0.1 0.1
N 1.12567 2.29705 0.36849 -0.1 -0.2 -0.2
C -0.53336 -2.53064 -4.30187 0.0 0.0 0.0
N 1.39448 -0.41432 1.10078 -0.2 0.0 0.2
H -0.12745 3.77150 1.26474 0.1 0.0 0.0
H -1.88579 1.21508 3.31292 0.0 0.0 0.0
H 5.25721 -1.52815 -0.47815 0.0 0.0 0.0
C 0.89983 -1.02548 -5.49183 0.0 0.0 0.0
C 2.62000 -0.83010 -1.38960 -0.3 -0.2 -0.2
O 3.64738 -0.21068 -0.71647 0.0 0.0 0.1
H -1.76667 1.49273 -1.81311 0.0 -0.1 0.0
C 0.12060 -2.17771 -5.46685 0.0 0.0 0.0
H 0.02158 -2.78925 -6.35354 0.0 0.0 0.0
H 3.54176 2.17919 -0.86242 0.0 0.0 0.0
C -2.95473 -1.74161 4.74799 0.0 0.0 0.0
H -2.06580 0.80257 5.01167 0.0 0.0 0.0
C -3.00233 -0.61983 3.69873 0.0 0.0 0.0
H -2.02758 -2.31379 4.67344 0.0 0.0 0.0
C -1.82472 -0.90729 1.43246 0.0 -0.1 -0.1
H -2.11391 3.24065 -0.07227 0.0 -0.1 0.0
H -3.78843 -2.43516 4.63739 0.0 0.0 0.0
N 1.99509 1.87727 -2.22175 -0.1 0.1 -0.2
H -4.44248 0.86721 2.99990 0.0 0.0 0.0
C 2.78040 2.78391 -1.34956 0.1 0.0 0.0
C -1.15072 2.83582 -0.38774 0.0 0.0 0.0
H -4.51895 -3.50733 0.37629 0.0 0.0 0.0
C 0.41865 -0.57903 -3.14268 -0.1 0.0 -0.4
C 2.95092 -2.07191 -2.16867 0.0 0.1 -0.1
H 2.32710 4.06654 0.32410 0.0 -0.1 0.1
C -3.81237 -2.17824 1.89658 0.0 0.0 0.1
H 3.04290 -1.83416 -3.23399 0.1 0.0 0.0
H 2.14497 -2.79910 -2.08648 0.0 0.0 0.0
S -2.47984 -2.97367 -1.82197 0.0 -0.1 -0.1
N -0.81219 -1.27056 -0.85238 -0.4 -0.4 0.0
C 1.41440 0.63098 2.14814 0.0 -0.1 0.0
H -4.61403 -2.44444 2.57205 0.0 0.0 0.0
H 2.62377 1.44687 -2.89062 0.0 0.0 0.0
H -1.14781 -3.42394 -4.27589 0.0 0.0 0.0
C -1.76665 -1.50216 0.16363 0.3 0.0 0.0
C -2.73886 -2.42785 -0.20331 -0.1 0.0 0.1
H 2.02686 0.35430 3.00793 0.1 -0.1 -0.1
C -1.11610 -1.97014 -1.93651 0.1 0.1 0.0
H -1.81129 0.91007 -0.30182 -0.1 0.0 0.0
H -4.45178 0.59979 4.74771 0.0 0.0 0.0
C -3.76899 -2.78218 0.66463 0.0 0.0 -0.1
C -4.35396 0.10657 3.77940 0.0 0.0 0.0
H -3.01218 -1.31477 5.75044 0.0 0.0 0.0
H -0.78396 3.49133 -1.17610 0.0 0.0 0.0
H 1.33274 2.42968 -2.76414 0.1 0.0 -0.1
C -1.89640 0.38026 4.02142 0.0 0.0 0.0
H 1.08359 3.97035 -0.90185 0.0 0.0 0.0
H -0.61424 2.10725 1.53468 0.0 0.0 0.0
H 2.34830 -0.73782 0.95999 0.0 0.0 0.1
H 3.87436 -2.54881 -1.84418 0.0 0.0 0.0
H 2.95971 1.68603 1.14809 0.0 0.0 0.0
C 1.05742 -0.25533 -4.34805 -0.1 0.0 0.1
H 3.28592 3.56461 -1.91843 0.0 0.0 -0.1
H 2.04130 2.69270 2.26272 -0.1 0.0 0.0
H 0.86275 -1.21921 1.42477 0.0 -0.1 -0.1
H -1.06439 -0.19787 1.71906 0.0 0.1 0.0
H 1.39561 -0.73539 -6.40960 0.0 0.0 0.0
H 5.61502 0.21033 -0.45204 0.0 0.0 0.0
C -0.38946 -1.72364 -3.17570 0.0 0.0 0.0
H -0.91439 -0.09992 4.04002 0.0 0.0 0.0
H -5.19285 -0.58146 3.67566 0.0 0.0 0.0
```
Positions in Å, forces in eV/Å.

Results
molecular weight: 651.66 u
energy above the lowest of the compared OMol25 structures with the same formula, charge and spin: 18.06 kcal per mole
orbital gap: 6.427 eV
total charge: +2
E: -49483.6030 eV


[2]
The molecule C26H40O6, computed with wB97M-V/def2-TZVPD.

The geometry in XYZ format:
```
72
Properties=species:S:1:pos:R:3:forces:R:3
C -3.09377 1.89263 0.74035 -1.4 -1.0 1.4
C -3.29746 0.87322 -0.52749 0.3 1.6 -1.2
C -3.48517 -0.73616 -0.27707 -1.2 0.4 0.6
H -0.22535 -3.66385 -2.24244 -0.4 -1.2 2.4
H 0.47935 0.34498 2.92125 0.7 2.1 0.4
C 1.82078 1.65044 -1.73434 -0.1 0.4 -0.1
C 5.13541 1.90703 0.26354 -0.2 -0.2 -0.4
O -4.28718 -3.95102 -1.95876 6.4 4.2 3.4
H -3.02496 -0.56529 2.05868 0.1 -1.2 -2.1
H -0.32070 2.82481 4.39104 -0.1 -0.2 -2.3
C -0.75395 0.88034 -1.61860 -0.1 -0.1 -1.9
C -2.30118 1.41905 -1.70958 0.2 0.5 0.3
O -1.71368 1.97909 1.25312 -1.7 -0.2 0.7
H 3.01836 3.99085 1.96820 2.1 -1.5 -0.1
C 0.26558 2.14352 -1.89527 0.4 -0.9 0.3
H 5.62190 -0.67740 -2.14659 -1.4 1.7 0.6
C -0.22977 2.59002 3.24663 0.1 -1.3 0.2
C -3.26763 -3.24077 -1.43450 -4.1 -3.0 -2.3
C -5.68745 0.45017 -0.37497 -2.0 -0.2 1.2
H 0.01393 2.96966 -1.09867 0.6 -1.5 -1.6
C 0.58584 -4.95463 -0.23330 -3.3 0.4 1.4
H 2.49073 2.61137 -1.64084 -1.3 -2.0 0.2
H 3.82545 2.42217 2.76475 0.3 1.9 -1.6
H -1.73187 0.86714 3.16743 0.0 2.0 -1.1
O -4.97335 -0.80854 -0.09642 -1.7 2.9 0.0
H -3.58142 -4.60794 1.18472 2.8 -0.3 -1.1
C -2.96472 -1.31961 1.16403 0.3 -1.1 -0.2
O 3.83762 2.55199 0.60824 2.1 0.3 1.4
H -2.77891 1.24241 -2.77158 0.9 0.1 2.2
C 0.17919 -5.60719 1.24443 -3.2 1.9 -2.3
H 5.07070 1.14789 -2.36680 -0.3 -1.9 0.9
H -1.88136 -1.75285 1.05473 -2.0 1.0 0.3
H -3.55778 2.94443 0.46600 1.2 -2.1 0.3
H 0.97688 -6.14522 1.91366 -1.7 1.2 -1.6
H 3.84991 -0.02621 0.23238 2.3 0.7 -0.5
H 5.79914 -0.27786 0.21868 -2.1 1.1 -0.7
H 4.97587 3.79246 2.04941 -2.2 -0.9 -0.4
C -2.45228 -4.71219 0.81133 3.0 -0.6 -0.6
O -6.95322 0.72132 -0.04711 8.9 -1.8 -2.6
C -2.03312 -4.03543 -0.65737 2.1 -1.5 2.4
C 4.83645 0.13278 -1.83375 -0.7 -0.3 0.2
H 1.65037 1.67120 2.22850 -1.3 -0.7 1.9
H -2.55434 2.57517 3.18794 1.6 -1.0 -1.0
C 4.88372 0.34451 -0.19621 0.4 0.3 -0.2
C -1.38785 -5.51232 1.78932 1.2 2.2 -4.5
H -0.50253 0.24806 -0.66538 -0.5 1.6 -1.6
H 1.70113 -5.03572 -0.57844 -2.4 0.2 0.7
C -1.66896 1.96293 2.72444 0.7 0.6 1.2
C 3.36279 -0.41027 -2.36481 0.0 -0.1 -1.3
H -0.60829 0.14042 -2.54408 -0.2 1.4 2.0
H 1.91378 0.98786 -0.76495 -0.2 1.6 -1.8
H 1.55997 1.30469 4.13481 -1.2 0.4 -2.1
H 0.12484 2.55956 -3.00226 0.1 -0.8 2.4
H -2.30802 -1.34565 -2.26190 -1.8 -0.5 1.7
H -2.24577 2.60421 -1.58163 -0.3 -2.6 -0.2
C -0.49145 -4.15286 -1.20419 -1.8 -1.5 4.2
H 3.05846 1.52382 -3.64952 -1.5 -1.9 1.2
C 2.40684 0.77303 -2.98913 0.0 0.5 0.8
H 5.87552 2.00327 1.18801 -1.5 -0.4 -2.0
O -4.64903 1.25470 -1.05681 -2.2 -1.5 2.4
H 0.08605 3.55750 2.65580 -0.8 -2.0 1.2
C 0.94305 1.40381 3.13342 0.1 0.3 -0.4
H 3.56984 -1.17783 -3.24546 -0.4 1.5 1.9
C 3.93631 3.24845 1.91155 -0.4 -0.6 0.4
H -1.75304 -5.96034 2.82083 1.0 1.1 -2.5
H 5.56045 2.49498 -0.66138 -0.6 -1.1 1.8
H -3.65130 -2.24480 1.47628 1.4 2.1 -0.9
H -3.77644 1.47175 1.62169 1.2 0.9 -1.8
H 2.75878 -0.97808 -1.52927 1.3 1.1 -1.5
C -3.29176 -1.61533 -1.64741 0.7 -0.1 -0.7
H -4.18921 -1.30682 -2.37105 1.9 -1.0 1.8
H 1.49930 0.34246 -3.61586 2.0 0.7 1.2
```
Positions in Å, forces in eV/Å.

Results
molecular weight: 448.60 u
orbital gap: 8.454 eV
total charge: 0
E: -39876.8371 eV


[3]
A structure of composition C26H41FeN3S3SbSi, computed with wB97M-V/def2-TZVPD.

The geometry in XYZ format:
```
76
Properties=species:S:1:pos:R:3:forces:R:3
H 1.53810 0.39717 3.39478 0.0 -0.1 0.0
C -1.14350 1.21180 -5.59671 0.0 0.0 0.0
H 2.93273 -2.79685 -3.61033 0.0 0.0 0.0
C -0.44595 2.49848 2.18206 0.0 0.0 0.0
H -0.44553 1.09942 -6.43087 0.0 0.0 0.0
H -4.14056 1.81338 -1.53452 0.0 0.0 0.0
H -0.53619 2.22282 4.86465 0.0 0.0 0.0
C -1.21316 0.21225 5.11992 0.0 0.0 0.0
H -0.74423 -1.28274 -4.75663 0.0 0.0 0.0
C 2.24339 -0.29563 2.93165 -0.1 0.0 0.0
H 3.24452 -0.07469 3.32516 0.0 0.0 0.0
C 0.06748 -3.48629 1.95052 0.0 0.0 0.0
C -3.17968 1.46596 -1.88723 0.0 0.0 0.0
H 4.07938 1.51725 1.44150 0.0 0.0 0.0
C 3.69188 -2.17235 -3.13276 -0.1 0.0 -0.2
C -3.76413 -1.97632 1.99110 0.0 0.0 0.0
C -2.22336 0.67311 0.29009 0.0 -0.1 0.0
H 4.66101 -1.15977 0.74157 0.0 0.0 0.0
H 0.75076 -3.79154 1.15806 0.0 0.0 0.0
H -3.08740 1.08875 0.82377 0.0 0.0 0.0
H -3.16393 1.86076 -4.06688 0.0 0.0 0.0
H -2.00500 0.56873 -5.78721 0.0 0.0 0.0
C -1.56089 3.54832 2.14873 0.0 0.0 0.0
H 0.32349 2.82892 -4.04050 0.0 0.0 0.0
H -2.40775 -2.98503 3.30353 0.0 0.0 0.0
H 3.50289 -2.12044 -0.21306 0.0 0.0 0.0
H 0.49711 -1.02480 -3.55880 0.0 0.0 0.0
H 1.97435 -1.29734 3.27922 0.0 0.0 0.0
C 3.65075 -1.58661 0.72587 0.0 0.0 0.0
H 1.13394 3.96170 2.06372 0.0 0.0 0.0
H 1.43634 1.74316 -4.90043 0.0 0.0 0.0
S 0.01533 -5.00577 -4.41211 0.0 0.0 0.0
C 3.02716 -0.97587 -2.64327 0.0 -0.1 0.2
C -2.18611 0.87615 -1.10993 0.0 0.0 0.1
N -1.08186 0.54374 -1.85823 0.0 -0.1 -0.1
H -0.25398 2.17365 1.15798 0.0 0.0 0.0
C 0.07373 -0.61778 -4.47093 0.0 0.0 -0.1
Sb -1.07252 -3.88367 -2.69315 0.0 0.0 0.0
H 1.24060 1.60709 -3.14562 0.0 0.0 0.0
C 3.28787 1.38051 0.69275 0.0 0.0 0.0
C -0.43513 0.81571 -4.29572 0.0 0.0 -0.1
C -1.38823 0.91521 -3.12516 0.0 0.1 0.0
H -1.92475 -1.80734 5.05608 0.0 0.0 0.0
H -1.16439 0.24774 6.20195 0.0 0.0 0.0
H -0.08944 -4.30599 2.65521 0.0 0.0 0.0
H 4.48695 -1.91968 -3.83405 0.0 0.0 0.0
C -1.70791 -1.01247 3.08744 0.0 0.0 0.0
C -0.87792 1.27622 2.97524 0.0 0.0 0.0
H 2.65318 2.26975 0.70539 0.0 0.0 0.0
C -2.67106 1.48724 -3.18374 0.0 0.0 0.0
H 3.59409 -2.33628 1.52218 0.0 0.0 0.0
H -3.74565 -1.32253 1.11930 0.0 0.0 0.0
H 0.83353 -0.65582 -5.25942 0.0 0.0 0.0
H -1.78498 3.89670 3.16202 0.0 0.0 0.0
Fe 0.40445 -0.66113 -0.68921 -0.3 -0.1 0.2
N -1.29356 0.05297 0.92121 0.0 0.1 0.0
H 0.70405 3.53939 3.72014 0.0 0.0 0.0
C 0.71681 1.80837 -4.07700 0.0 0.0 0.0
S -1.45484 -3.02818 1.11667 0.0 0.0 0.0
H -1.48083 2.25130 -5.57454 0.0 0.0 0.0
H 0.49190 -2.62410 2.46266 0.0 0.0 0.0
C 0.83948 3.13383 2.71299 0.0 0.0 0.0
H -4.24654 -2.90983 1.69622 0.0 0.0 0.0
C -0.86023 1.31697 4.36490 0.0 0.0 0.0
H 3.75387 1.33512 -0.29509 0.0 0.0 0.0
C -1.62815 -0.94026 4.47475 0.0 0.0 0.0
H -1.25844 4.41040 1.54946 0.0 0.0 0.0
Si 2.29529 -0.24281 1.00066 0.1 0.0 -0.1
C -2.34372 -2.25333 2.49152 0.0 0.0 0.0
H 1.65928 2.42003 2.73653 0.0 0.0 0.0
C -1.30407 0.09820 2.32908 0.0 0.1 0.0
S 0.80470 -2.84417 -1.49293 -0.1 0.0 0.1
H -2.47933 3.14457 1.72119 0.0 0.0 0.0
H -4.35694 -1.49687 2.77339 0.0 0.0 0.0
N 2.44513 -0.09952 -2.18371 0.3 0.2 -0.2
H 4.09628 -2.71911 -2.28307 0.0 0.0 0.0
```
Positions in Å, forces in eV/Å.

Results
molecular weight: 697.53 u
energy above the lowest of the compared OMol25 structures with the same formula, charge and spin: 2.49 kcal per mole
2S+1: 6
orbital gap (spin up / spin down): 4.001 / 5.518 eV
total charge: -2
E: -113409.0652 eV


Among the records above, which one has the highest molecular weight?
C26H41FeN3S3SbSi